[1]
Below is a single C5H10O2 molecule, with properties calculated with wB97M-V/def2-TZVPD.

Structure (XYZ):
```
17
Properties=species:S:1:pos:R:3:forces:R:3
O -2.94077 0.10670 -0.85558 0.2113 0.0363 -0.3559
C -1.98094 -0.25446 0.10762 0.4817 -0.0710 0.0967
C -0.60653 0.41648 -0.09737 0.4641 -0.0621 1.0972
C 0.34850 -0.10747 1.04118 -0.2222 -0.0115 -0.1779
C 1.71024 0.30022 0.52870 1.2351 -0.7782 0.0472
C 1.70134 -0.07751 -0.88555 -2.8836 0.6841 -1.6652
O 0.03782 0.10336 -1.31689 2.2480 0.2141 0.3867
H -2.49398 -0.00227 -1.70432 -0.2179 0.0476 -0.0969
H -1.84381 -1.34851 0.14382 -0.0060 0.1457 -0.0966
H -2.39082 0.05886 1.08237 0.2808 -0.0511 -0.2819
H -0.75742 1.50940 -0.00100 0.1362 -0.2278 -0.0692
H 0.25031 -1.19965 1.01636 0.0479 0.1080 0.2139
H 0.09364 0.26569 2.03950 0.0638 -0.0652 -0.2440
H 2.63234 -0.36586 0.56295 -0.6157 0.4825 2.1568
H 1.99474 1.33001 0.78567 -0.1287 -0.3003 -0.4269
H 1.69305 -1.14825 -1.03219 0.3251 -0.1230 -0.0211
H 2.55231 0.41324 -1.41528 -1.4198 -0.0280 -0.5628
```
Forces are in eV/Å.

**Charge**: 0
**SMILES**: OC[C@H]1CCCO1
**HOMO-LUMO gap**: 10.4830 eV
**Multiplicity**: 1
**HOMO level**: -9.567 eV

Which charges does Löwdin predict for the atoms? In e, they are:
1. O -0.055
2. C -0.236
3. C -0.375
4. C -0.135
5. C -0.228
6. C -0.059
7. O -0.134
8. H 0.085
9. H 0.123
10. H 0.130
11. H 0.149
12. H 0.119
13. H 0.119
14. H 0.141
15. H 0.123
16. H 0.105
17. H 0.126


[2]
Below is a single C6H6O2 molecule, with properties calculated with wB97M-V/def2-TZVPD.

Structure (XYZ):
```
14
Properties=species:S:1:pos:R:3:forces:R:3
C 1.07772 1.81385 -1.25925 0.3919 1.6857 -0.6438
C 0.42535 0.90292 -0.57709 0.7739 0.2089 -1.9321
C 0.91080 0.36955 0.64211 -1.4119 -1.9254 0.4613
C 0.06336 -0.65963 0.87666 -0.2648 1.1360 1.5287
O -0.11620 -1.47239 1.92784 0.9214 -0.6225 0.5744
C -1.00748 -0.70221 -0.09821 -0.2757 -1.0357 -2.6662
C -1.95861 -1.65817 -0.18833 1.1141 1.5200 1.0881
O -0.63939 0.19646 -1.11713 -0.3156 -0.0743 1.7916
H 0.79420 2.28318 -2.17033 -0.6599 -0.2634 -0.7509
H 1.93990 2.31549 -0.86625 0.3125 -0.1949 0.6119
H 1.78289 0.73255 1.14003 0.1807 -0.0263 0.2901
H 0.71491 -1.57790 2.41755 -0.3655 0.1317 -0.0800
H -2.67015 -1.82705 -0.98283 0.1019 0.1918 0.1100
H -1.98129 -2.14492 0.77900 -0.5030 -0.7316 -0.3832
```
Forces are in eV/Å.

**Charge**: 0
**SMILES**: C=c1cc(O)c(=C)o1
**HOMO-LUMO gap**: 8.3566 eV
**Multiplicity**: 1
**HOMO level**: -7.811 eV

Which charges does Löwdin predict for the atoms? In e, they are:
1. C 0.080
2. C -0.384
3. C 0.061
4. C -0.284
5. O 0.082
6. C -0.251
7. C 0.124
8. O 0.065
9. H 0.056
10. H 0.059
11. H 0.127
12. H 0.132
13. H 0.070
14. H 0.063


[3]
Below is a molecular structure, C22H21Ge2N2O11PbSe, with properties calculated with wB97M-V/def2-TZVPD.

Structure (XYZ):
```
60
Properties=species:S:1:pos:R:3:forces:R:3
Pb 0.46679 2.04112 2.41909 -0.0300 0.1913 -0.0483
O 1.06755 -1.54028 -0.02924 -0.2311 -0.0120 -0.1343
C 1.12522 -0.79627 0.93738 0.4045 0.0027 0.0235
O 0.42011 0.31391 0.94474 -0.6663 -0.5479 -0.2554
C 2.06023 -1.17885 2.06659 -0.1679 0.1823 0.0138
C 2.69975 -2.39555 1.89215 -0.0141 -0.0860 -0.1323
C 3.65104 -2.83699 2.78288 0.0435 -0.1952 -0.0976
C 4.03325 -2.06420 3.85674 0.1441 -0.0601 0.1613
C 3.38517 -0.87699 4.07206 -0.0677 0.1882 0.0775
C 2.34389 -0.39892 3.22471 -0.0166 0.1309 -0.0748
O 1.72576 0.69923 3.51521 0.1403 -0.0237 0.0995
N 3.84631 -0.10441 5.24542 0.0135 0.0122 0.1638
O 5.01878 -0.23364 5.55965 -0.2319 0.0038 -0.1826
O 3.04768 0.57944 5.85085 -0.0044 -0.1104 -0.1740
N 4.29115 -4.14150 2.57473 0.0908 -0.0972 -0.0050
O 3.91115 -4.81982 1.63810 -0.0221 0.1356 0.0750
O 5.16511 -4.47325 3.35414 -0.1411 0.1078 -0.0692
H 2.45331 -2.99772 1.03347 0.0086 -0.0269 -0.0571
H 4.81820 -2.38442 4.52467 0.0155 -0.0072 -0.0013
O 0.90462 2.06390 -1.14235 0.0077 0.6536 -0.3509
Se 1.85985 3.35019 -0.29146 -0.3588 -0.0424 -0.6711
O 2.24343 2.50196 1.06947 -0.0186 0.0783 0.0194
O 0.74782 4.48192 0.01352 0.1907 -0.2896 0.0315
O 3.12028 3.71697 -1.20024 -0.2969 -0.0898 0.2028
C -2.35821 -2.89002 0.39567 0.2909 -0.0528 0.2149
Ge -1.58095 -2.20402 -1.24329 -0.3039 0.7830 -0.4288
C -3.05413 -1.94667 -2.53144 -0.1423 -0.1436 0.0505
C -0.19365 -3.17585 -2.16949 0.0072 -0.1329 0.0528
Ge -1.09296 0.21614 -0.99578 0.1461 -0.1960 0.4198
C -2.33918 1.30705 0.02866 -0.1013 -0.2637 0.0742
C -3.55911 0.68469 0.31483 0.0659 0.0453 0.1378
C -4.57449 1.37545 0.96310 -0.0103 0.0085 0.0075
C -4.37977 2.69631 1.34338 -0.0093 -0.0441 -0.0017
C -3.17762 3.32753 1.05538 0.0329 0.0200 0.0055
C -2.16488 2.64068 0.39631 -0.1886 0.0899 -0.1403
C -0.70957 1.22472 -2.61801 0.9862 0.2275 0.5470
C -0.79724 0.79224 -3.90911 -0.0814 -0.0740 0.0051
C -0.19179 1.49944 -4.96350 -0.0205 0.0632 -0.0475
C 0.64461 2.61259 -4.69146 -0.0472 -0.0647 -0.0949
C 0.81578 3.07458 -3.43351 -0.0861 -0.0727 0.1917
C 0.05170 2.48360 -2.28844 0.3503 -0.1885 0.0354
H -3.22020 -3.50663 0.14185 0.0254 -0.0380 0.0464
H -2.68399 -2.06194 1.02584 -0.0039 -0.1148 0.0272
H -1.62689 -3.48167 0.94665 -0.0996 -0.0079 0.0364
H -3.46672 -2.92344 -2.80237 -0.0013 0.0843 0.0077
H -2.69670 -1.46732 -3.44237 -0.0865 -0.0466 0.0183
H -3.85901 -1.33973 -2.10819 0.0452 -0.0541 -0.0943
H -0.64454 -4.05664 -2.63420 0.0600 0.0543 0.0237
H 0.59732 -3.47040 -1.48840 0.0573 -0.0190 -0.0405
H 0.22065 -2.53773 -2.94998 0.0411 -0.0313 0.0179
H -3.72289 -0.35247 0.03579 -0.0130 0.1067 0.0282
H -5.51409 0.87997 1.17477 0.0213 0.0184 -0.0016
H -5.16752 3.23536 1.85461 0.0188 -0.0122 -0.0132
H -3.02643 4.36564 1.32879 -0.0072 -0.0519 -0.0104
H -1.27149 3.18754 0.12772 0.1865 0.0150 0.0695
H -1.33515 -0.11922 -4.14051 0.0906 -0.0107 -0.0161
H -0.31980 1.15837 -5.98345 0.0207 0.0026 0.0796
H 1.16583 3.09229 -5.51119 -0.0208 -0.0288 0.0259
H 1.45939 3.92157 -3.22996 -0.0015 -0.0386 0.0296
H -0.63278 3.25216 -1.91099 -0.0133 0.0701 0.1226
```
Forces are in eV/Å.

**Charge**: 0
**HOMO-LUMO gap (spin up / spin down)**: 7.3884 / 7.2704 eV
**Multiplicity**: 2
**HOMO level (spin up / spin down)**: -8.276 / -9.217 eV

Which charges does Löwdin predict for the atoms? In e, they are:
1. Pb 1.527
2. O -0.012
3. C -0.523
4. O -0.297
5. C -0.022
6. C 0.072
7. C -0.125
8. C 0.083
9. C -0.041
10. C -0.263
11. O -0.275
12. N -0.339
13. O 0.075
14. O 0.096
15. N -0.353
16. O 0.075
17. O 0.079
18. H 0.130
19. H 0.137
20. O -0.333
21. Se 0.912
22. O -0.565
23. O -0.437
24. O -0.379
25. C -0.228
26. Ge 0.732
27. C -0.247
28. C -0.228
29. Ge 1.164
30. C -0.311
31. C -0.121
32. C -0.070
33. C -0.072
34. C -0.068
35. C -0.159
36. C -0.223
37. C -0.105
38. C -0.043
39. C -0.073
40. C 0.003
41. C -0.346
42. H 0.028
43. H 0.009
44. H 0.028
45. H 0.028
46. H -0.004
47. H 0.015
48. H 0.030
49. H 0.014
50. H 0.028
51. H 0.067
52. H 0.108
53. H 0.108
54. H 0.115
55. H 0.055
56. H 0.081
57. H 0.106
58. H 0.112
59. H 0.110
60. H 0.137


no.,largest force on an atom (Eh/bohr)
1,0.066
2,0.056
3,0.022